{
  "formula": "C3H8N2OS",
  "method": "ωB97M-V/def2-TZVPD",
  "elements": ["C", "C", "C", "N", "N", "O", "S", "H", "H", "H", "H", "H", "H", "H", "H"],
  "coordinates": [[-2.103506, 0.374102, 0.704006], [1.825389, 1.275043, -0.919004], [0.378073, -0.447810, 0.641991], [0.172356, -2.477775, -0.229668], [0.365879, -1.270371, -0.480579], [-0.860391, 0.805720, 0.293766], [1.845898, 0.518340, 0.732923], [-2.807083, 1.162779, 0.421002], [-2.156823, 0.232682, 1.792303], [-2.409773, -0.556623, 0.207310], [2.620897, 0.855767, -1.523766], [1.967182, 2.345837, -0.794719], [0.851255, 1.079587, -1.348301], [0.084024, -0.873492, 1.602689], [0.226628, -3.023790, -1.099946]],
  "forces_ev_per_a": [[-0.6424, -0.2978, 0.1845], [0.0578, -0.0621, 0.2351], [-2.1365, 3.7175, 0.3198], [0.0570, 0.8706, 0.4997], [-0.3297, -1.8480, -1.3727], [3.2722, -2.5041, 0.3819], [0.0589, -0.1253, 0.1853], [-0.0896, -0.0996, 0.0617], [-0.1036, -0.0246, -0.0246], [-0.1006, 0.0095, 0.0485], [0.0020, -0.0248, -0.1129], [-0.0087, -0.0195, 0.0007], [-0.0197, 0.0695, -0.1422], [-0.0041, -0.0591, -0.1338], [-0.0129, 0.3978, -0.1308]],
  "e_tot_ha": -701.923945,
  "lumo_energy_ev": -0.07,
  "spin_multiplicity": 1,
  "orbital_gap_ev": 8.967
}